Entry 1:
Density functional theory data (ωB97M-V/def2-TZVPD) for C19H28IrN9O5S as an isolated structure in a non-equilibrium geometry.

```
! RIJCOSX wB97M-V def2-TZVPD def2/J DEFGRID3
* xyz 0 5
Ir -1.1799 0.8549 -0.2566
N -2.8358 1.6715 -1.7340
C -2.8068 3.1415 -1.7302
C -1.4783 3.6596 -1.2185
O -0.9647 4.6429 -1.7201
N -1.0046 2.9421 -0.1536
C 0.1101 3.4553 0.6241
C 1.2654 2.4614 0.5870
O 2.4235 2.8644 0.6274
O 0.8726 1.2181 0.5340
H -2.5095 1.3031 -2.6189
H -3.7645 1.3159 -1.5554
H -3.5634 3.4989 -1.0331
H -3.0036 3.5770 -2.7040
H -0.1666 3.4939 1.6846
H 0.4448 4.4285 0.2948
N 3.5523 -2.6717 4.7563
C 2.4964 -2.6232 3.8565
C 2.4733 -1.6511 2.8466
C 1.4119 -1.5774 1.9704
C 0.3501 -2.4754 2.1055
C 0.3475 -3.4309 3.1115
C 1.4198 -3.5055 3.9811
S -0.9575 -2.4369 0.9501
O -1.9942 -3.3245 1.3734
O -0.4147 -2.5704 -0.3788
N -1.4497 -0.8711 0.9985
C -2.1111 -0.3199 2.0933
N -2.4849 0.9371 1.8040
C -3.1583 1.6221 2.7205
C -3.4669 1.0691 3.9461
C -2.9786 -0.2095 4.1744
N -2.2886 -0.9103 3.2732
H 4.4021 -2.2059 4.4938
H 3.6844 -3.5242 5.2679
H 3.2938 -0.9437 2.7642
H 1.3881 -0.8022 1.2098
H -0.5001 -4.1018 3.2033
H 1.4249 -4.2440 4.7776
H -3.4315 2.6409 2.4636
H -4.0274 1.6140 4.6927
H -3.1312 -0.6961 5.1345
C 1.0410 -2.3272 -3.0729
N 0.2156 -1.1073 -3.1956
C -1.2242 -1.3260 -3.0837
C 0.7320 0.1079 -2.8401
N -0.0004 1.0189 -2.2384
N 2.0350 0.3315 -3.1996
C 2.7700 1.4309 -2.5832
C 2.4970 -0.0268 -4.5385
H 0.6405 -2.9646 -2.2880
H 2.0599 -2.0595 -2.8153
H 1.0495 -2.8816 -4.0149
H -1.4414 -2.3475 -3.3869
H -1.7644 -0.6347 -3.7344
H -1.5973 -1.2267 -2.0725
H 0.4791 1.9093 -2.2160
H 2.5759 2.3910 -3.0782
H 3.8353 1.2210 -2.6668
H 2.5363 1.5150 -1.5280
H 1.8942 -0.8222 -4.9622
H 3.5353 -0.3581 -4.4967
H 2.4425 0.8400 -5.2054
*
```

Values from the calculation:
- Relative energy (zero: lowest compared OMol25 entry of this formula, charge and spin): 18.81 kJ/mol
- HOMO level (alpha / beta): -7.48 / -8.05 eV
- E_LUMO (alpha / beta): 0.10 / -1.49 eV
- Kohn-Sham gap (alpha / beta): 7.6 / 6.6 eV

=====

Entry 2:
Density functional theory data (ωB97M-V/def2-TZVPD) for one molecule with the formula C19H28N2O3S2.

```
! RIJCOSX wB97M-V def2-TZVPD def2/J DEFGRID3
* xyz 0 1
C -0.2905 -4.0101 1.4451
S 0.8552 -2.6249 1.4461
C -0.3361 -1.2722 1.3307
C -1.1194 -1.3135 0.0205
O -2.2250 -1.8229 -0.0214
N -0.5646 -0.6750 -1.0522
C 0.8537 -0.4511 -1.2952
C 1.1811 -1.2142 -2.5951
C 1.8133 -2.5852 -2.3478
S 0.4451 -3.7378 -2.0831
C -0.4618 -2.9216 -3.4170
C -0.1927 -1.4061 -3.3101
C -0.2528 -0.7794 -4.6968
C -1.1966 -0.7258 -2.3577
C -1.2574 -1.1193 2.5691
N -0.6932 0.2127 2.7636
C -0.9740 1.1077 3.7464
O -1.5420 0.7659 4.7665
C -0.6342 2.5899 3.5241
C -0.9150 3.1300 2.1107
C 0.4711 3.4352 1.5473
C 0.7908 3.2865 0.0911
C 0.6979 4.6511 0.7020
C 1.4651 3.0308 2.6176
O 0.7225 2.9044 3.8220
C 0.2801 0.1091 1.6834
H 0.3118 -4.9150 1.5043
H -0.9501 -3.9623 2.3106
H -0.8774 -4.0270 0.5306
H 1.0106 0.6217 -1.4629
H 1.4795 -0.7504 -0.4599
H 1.8658 -0.6133 -3.1975
H 2.3901 -2.9050 -3.2185
H 2.4759 -2.5914 -1.4833
H -0.1153 -3.3072 -4.3782
H -1.5206 -3.1562 -3.3162
H -1.2394 -0.9198 -5.1446
H -0.0535 0.2934 -4.6531
H 0.4849 -1.2327 -5.3613
H -2.1787 -1.1878 -2.3187
H -1.3361 0.3106 -2.6946
H -2.3228 -1.1123 2.3468
H -1.0337 -1.8083 3.3846
H -1.2464 3.0969 4.2691
H -1.4694 2.4162 1.5001
H -1.5011 4.0456 2.1823
H 1.7714 2.9148 -0.1841
H -0.0016 2.9600 -0.5727
H -0.1580 5.2696 0.4627
H 1.6127 5.2119 0.8472
H 1.9543 2.0799 2.3752
H 2.2406 3.7798 2.7826
H 1.3136 0.0595 2.0346
H 0.1723 0.8648 0.9051
*
```

Values from the calculation:
- SMILES string: CSC1(C(=O)N2C[C@H]3CSC[C@@]3(C)C2)CN(C(=O)[C@@H]2CC3(CC3)CO2)C1
- Relative energy (zero: lowest compared OMol25 entry of this formula, charge and spin): 144.42 kJ/mol
- HOMO level: -8.57 eV
- E_LUMO: 0.39 eV
- Kohn-Sham gap: 9.0 eV